Record 1
Below is C52H51CrN7O3SSi2Te as an isolated structure in a non-equilibrium geometry, with properties calculated with ωB97M-V/def2-TZVPD.

Last column: Mulliken spin population.
Atoms and positions in Å:
C: 11.31643 20.46402 10.43983  0.000
O: 14.99753 12.46802 15.33689  -0.003
C: 11.64910 20.99226 9.22899  0.000
H: 15.64101 16.94974 9.63371  0.000
H: 10.38244 23.35977 14.50076  0.000
C: 8.99906 18.45660 13.51191  -0.001
C: 17.24122 9.51051 17.34534  0.000
Te: 14.42510 10.11797 11.25225  0.000
H: 8.46643 15.97230 10.70637  0.000
N: 18.83472 15.58325 8.95651  0.007
C: 17.14448 10.11117 6.73095  0.000
H: 11.92182 17.67327 18.83564  0.000
H: 17.93548 10.49721 6.06644  0.000
H: 13.26167 16.87231 18.02633  -0.001
C: 11.95475 21.01502 16.49950  0.001
C: 15.75883 16.33502 10.49815  -0.016
H: 10.84054 21.83154 12.84595  0.000
H: 14.17492 19.07720 11.33834  0.002
C: 11.83072 20.34364 14.06431  0.014
N: 14.87240 16.67573 15.57708  -0.042
H: 15.55697 18.56495 15.71207  -0.001
C: 16.56187 10.95248 7.66083  0.000
Cr: 13.37975 16.20886 14.09364  3.266
C: 10.09417 18.10854 12.76337  0.012
C: 16.86860 15.57532 10.66142  0.013
H: 13.46378 8.29133 9.39527  0.000
C: 12.16570 20.14450 15.42447  -0.006
H: 9.07912 15.44304 15.35342  -0.001
H: 17.09538 17.95166 17.68404  0.000
H: 9.90171 12.57454 12.25122  0.000
H: 16.84212 15.70243 18.54904  0.000
H: 10.91470 21.57395 8.65975  0.000
C: 12.31897 13.83043 11.38079  0.011
N: 11.78704 15.12766 13.38703  -0.079
C: 15.63358 17.59820 16.11226  0.014
C: 8.63606 16.68226 11.52636  0.000
C: 17.06291 14.89106 11.87210  -0.020
C: 14.50556 8.55911 9.72343  0.000
C: 14.84873 16.46064 11.56187  -0.028
C: 15.39063 9.07118 8.65842  0.000
O: 13.15310 12.97809 17.04916  -0.001
H: 13.29325 14.15633 11.76822  0.003
H: 15.43627 7.26531 7.48327  0.000
C: 7.69875 18.05864 13.21016  -0.001
N: 13.92147 14.67363 15.37287  -0.021
H: 6.91108 18.53853 13.72062  0.000
H: 9.80231 18.69326 16.21529  -0.001
C: 15.71804 11.42644 17.48199  0.000
H: 11.04245 22.96454 16.92781  0.000
H: 16.59496 10.38866 19.14471  0.000
H: 16.87602 12.03340 7.60415  0.000
S: 13.50076 13.14338 15.64984  0.007
C: 9.28671 14.07806 13.70708  0.004
C: 10.98115 15.56631 14.38552  -0.058
C: 17.92018 15.57796 9.67812  -0.002
C: 15.76938 8.30338 7.56840  0.000
C: 12.41704 17.56236 17.81566  0.006
H: 17.94727 14.24393 11.96055  0.000
C: 16.48765 10.43890 18.05909  0.000
H: 15.15858 12.07023 18.14740  0.000
H: 14.94805 7.62424 10.04170  0.000
C: 12.17469 19.70504 11.23711  0.000
H: 6.53468 16.90733 11.79074  0.000
C: 16.13864 15.03240 12.87733  -0.016
H: 10.73317 16.85896 11.09009  -0.002
H: 17.07648 8.10688 5.97660  0.000
C: 9.65150 15.08533 14.54109  -0.002
C: 9.87403 17.16157 11.72540  0.001
H: 14.86595 19.91271 9.07880  0.000
H: 11.97291 14.33615 10.44571  0.001
C: 7.55242 17.14382 12.19506  0.001
H: 12.58531 19.12163 15.64733  0.009
C: 16.35494 10.46544 15.34599  0.000
H: 8.64665 17.47137 16.60153  0.000
N: 18.06232 8.59290 17.96116  0.000
C: 10.89239 22.48436 14.86601  0.000
Si: 11.83512 18.92097 12.91188  0.021
H: 12.21198 12.74293 11.18318  0.001
Si: 11.03170 16.77861 16.82342  0.017
H: 19.00284 8.50937 17.55679  0.000
H: 9.05728 19.25246 14.32668  0.001
H: 8.24394 13.73592 13.81814  -0.001
H: 12.83031 18.51363 17.49782  -0.001
H: 16.46260 14.52291 13.85513  -0.002
H: 18.03299 8.55607 18.98359  0.000
C: 10.17342 13.47161 12.79800  0.002
C: 11.29054 22.19954 16.17962  0.000
C: 11.17936 21.62035 13.84228  0.000
C: 13.46086 19.63088 10.72758  0.000
H: 11.17317 15.20878 18.68396  0.000
H: 14.57152 12.07317 9.30113  0.000
C: 17.17292 9.54927 15.94753  0.000
H: 9.51324 15.12021 18.03635  0.000
C: 16.43337 17.26308 17.16978  0.002
C: 15.78694 10.42402 8.67305  0.001
H: 12.18268 20.76600 17.55769  0.000
C: 11.36365 14.15503 12.55582  0.008
H: 17.70020 8.84813 15.37382  0.000
C: 14.77460 15.42059 16.11948  -0.011
C: 15.26304 11.30483 9.70112  0.000
C: 10.55718 15.16462 17.77204  0.001
H: 13.10210 21.11783 7.73433  0.000
C: 15.66583 11.46530 16.09472  0.000
H: 16.31632 10.51632 14.22501  0.000
N: 15.47746 15.01584 17.17857  -0.003
C: 16.72031 8.80353 6.70482  0.000
C: 13.86216 20.10140 9.44551  0.001
C: 9.54888 17.93252 16.88030  0.001
C: 16.30173 15.95532 17.67713  0.006
H: 13.89696 17.06460 11.31869  -0.004
C: 14.94757 15.77628 12.75815  -0.073
H: 16.01852 11.96852 10.16391  0.000
H: 9.45402 18.35663 17.88471  0.000
N: 11.57339 16.44044 15.22875  0.007
H: 10.28467 20.64423 10.72437  0.000
H: 10.87583 14.24152 17.27001  -0.001
C: 12.93137 20.77568 8.71303  0.000
O: 12.97241 17.84148 13.24258  -0.044

As for the relative energy (zero: lowest compared OMol25 entry of this formula, charge and spin): 81.0 kcal/mol. The value obtained for the total energy is -133635.231 eV. The LUMO energy (spin up / spin down) comes out at 1.90 / 1.90 eV. The net charge is -1. Its HOMO-LUMO gap (spin up / spin down) is 7.02 / 7.07 eV. As for the spin multiplicity: 4.

=====

Record 2
Below is C52H51CrN7O3SSi2Te as an isolated structure in a non-equilibrium geometry, with properties calculated with ωB97M-V/def2-TZVPD.

Last column: Mulliken spin population.
Atoms and positions in Å:
O: 17.07694 12.50150 16.37261  0.003
H: 10.73305 7.87867 12.66134  0.000
O: 16.82022 13.07564 13.99301  -0.001
C: 20.27159 9.23303 14.06618  0.000
H: 13.43235 12.62151 8.88362  0.000
H: 9.69342 9.55658 16.47370  0.000
H: 13.92827 14.24798 13.24631  -0.019
H: 12.16043 14.77643 16.37829  0.002
H: 13.62051 9.71083 19.55040  -0.001
C: 10.93314 9.86432 20.20021  -0.002
N: 15.33435 9.47692 16.51400  -0.012
C: 14.66560 14.58446 16.44411  0.028
H: 12.52494 8.01024 9.33060  0.000
C: 12.63704 9.83241 10.36130  0.001
H: 16.32600 6.29976 16.58385  0.000
H: 8.55800 12.13924 21.03993  0.000
H: 10.34198 13.31175 12.94159  -0.001
H: 12.75922 9.39880 17.91774  0.002
C: 12.00666 8.89298 9.60365  0.001
H: 9.71903 8.61422 13.83794  0.000
C: 10.75731 13.23558 15.92804  0.025
N: 21.07687 8.07921 13.76795  0.000
H: 11.19050 8.82743 20.42895  0.000
C: 10.74616 9.16829 9.04479  0.000
H: 12.06177 13.66700 17.91430  -0.002
C: 10.68019 8.70452 13.36162  0.005
H: 14.42635 7.65812 14.31317  0.006
H: 9.93644 13.52041 19.51438  0.000
H: 12.52813 6.95865 16.43176  0.000
C: 15.68126 12.83623 11.28829  -0.001
H: 14.00146 8.86119 13.09983  0.001
C: 12.43518 12.89694 18.65175  -0.005
S: 16.92786 12.05432 15.00585  -0.001
N: 15.09303 19.22628 15.20958  0.007
Cr: 13.61803 11.78699 15.10820  3.206
H: 15.33501 13.00416 7.44831  0.000
H: 10.36153 8.36498 8.40405  0.000
H: 11.47600 6.25204 15.27630  0.000
C: 9.81238 10.41107 20.87493  0.000
C: 9.44141 12.94565 16.27868  0.002
H: 18.94366 10.84351 16.72989  0.000
Si: 12.09701 8.59381 14.62297  0.001
C: 15.46516 8.24077 16.93408  -0.002
H: 8.08875 11.41111 16.83703  0.000
C: 11.25290 14.62388 15.78893  -0.007
H: 13.21841 14.93136 10.32405  0.000
C: 20.07008 9.61537 15.37884  0.000
H: 10.28577 12.23804 10.37140  0.001
H: 10.76489 7.48145 16.38087  0.000
C: 10.14472 10.38113 9.28167  0.000
C: 15.49453 12.92985 8.52356  0.000
C: 11.70656 10.62111 19.38395  0.002
H: 11.54073 14.82326 14.72244  0.008
H: 13.36346 7.19065 13.05514  -0.001
C: 18.68431 10.93998 13.37719  -0.002
C: 12.28789 15.00877 10.79160  0.001
H: 9.16356 10.58194 8.85251  0.000
C: 14.45844 12.67477 10.71194  0.000
H: 9.74600 17.15840 11.26688  0.000
C: 14.39518 12.69834 9.32701  0.000
C: 12.01522 11.07085 10.67942  0.000
H: 18.00186 11.39211 12.63437  0.001
H: 8.66133 13.69316 16.33940  0.000
C: 11.68166 7.20642 15.81515  0.000
C: 14.30392 13.79976 15.33648  -0.056
N: 16.55753 8.91161 14.51298  -0.001
H: 8.94299 15.33342 12.67363  0.000
C: 9.06535 11.59391 16.42452  0.003
O: 13.39167 11.90245 13.18543  -0.079
H: 17.78382 13.14443 10.97033  0.000
H: 10.76601 9.63680 12.81038  -0.002
C: 11.53929 16.16255 10.67266  -0.001
H: 15.71602 12.80447 12.34418  0.026
C: 9.93786 10.56987 16.19243  -0.003
H: 12.73318 13.48050 19.51910  0.002
N: 11.58641 12.24089 15.71829  -0.067
C: 15.81801 9.77624 15.29025  -0.013
C: 14.89705 15.92175 16.47429  -0.010
C: 16.73573 13.16147 9.12412  0.000
C: 10.18697 12.46518 19.70934  -0.002
C: 14.99603 18.07839 15.25314  -0.004
C: 14.80048 16.65863 15.28003  0.015
N: 12.24329 10.11158 15.37914  -0.009
C: 19.11135 10.57642 15.72354  0.001
Si: 12.89920 12.34639 11.72304  0.036
C: 19.63514 9.95894 13.03646  0.000
C: 14.42396 15.98508 14.14626  -0.007
H: 14.33111 16.61720 13.28670  -0.001
C: 10.33136 16.26989 11.35345  0.001
Te: 14.05861 11.72178 17.85216  -0.066
H: 20.51908 9.19782 16.23460  0.000
H: 11.93990 16.92876 10.04796  0.000
C: 11.38450 11.99384 19.22400  0.006
C: 9.92713 15.26453 12.17353  0.000
H: 14.90729 14.13667 17.39751  0.001
C: 14.19143 14.62375 14.21445  0.020
H: 17.58694 13.42505 8.51641  0.000
C: 9.43257 11.70775 20.60638  0.001
H: 20.84894 7.61227 12.90934  0.000
C: 16.82854 13.04278 10.51192  0.001
N: 15.64763 11.06898 14.83470  -0.020
H: 13.67164 9.76672 10.65673  -0.001
C: 11.83789 13.94781 11.55492  0.007
C: 10.78199 11.29336 10.10540  -0.002
H: 15.17570 16.41392 17.41382  0.000
H: 9.16480 9.83064 21.51656  0.000
C: 10.66546 14.11093 12.30630  -0.002
C: 12.96088 10.10068 18.73743  -0.001
C: 11.24939 10.92355 15.74211  -0.035
C: 16.75950 7.69902 15.01066  0.001
H: 17.31411 7.01271 14.38279  0.000
H: 21.24020 7.45376 14.55934  0.000
C: 16.20346 7.30982 16.22994  0.002
C: 18.43771 11.20135 14.70963  0.002
H: 19.69733 9.60949 12.02466  0.000
H: 10.44287 15.30924 16.09550  -0.001
C: 13.61186 8.03754 13.67768  0.012
H: 15.06268 8.04525 17.90007  0.000

As for the relative energy (zero: lowest compared OMol25 entry of this formula, charge and spin): 62.5 kcal/mol. The value obtained for the total energy is -133636.032 eV. The LUMO energy (spin up / spin down) comes out at 2.03 / 2.03 eV. The net charge is -1. Its HOMO-LUMO gap (spin up / spin down) is 7.40 / 7.45 eV. As for the spin multiplicity: 4.